## 1
This record from the OMol25 dataset describes the molecule C9H16N2O4. The level of theory is the ωB97M-V functional and the def2-TZVPD basis.

Structure (ORCA input):
```
! wB97M-V def2-TZVPD RIJCOSX def2/J DEFGRID3
* xyz 0 1
C -1.965 -0.117 2.010
C -2.684 -0.382 0.642
O -4.027 0.028 0.567
C -1.897 0.221 -0.634
N -2.323 -0.263 -2.013
C -0.262 -0.302 -0.565
O 0.093 -1.274 -1.257
N 0.654 0.507 -0.006
C 0.313 2.184 -0.143
C 1.810 2.522 -0.138
C 2.606 1.334 0.347
C 1.936 0.164 -0.359
C 2.182 -1.326 0.192
O 2.704 -2.329 -0.561
O 1.780 -1.201 1.653
H -0.886 -0.406 2.092
H -2.257 0.962 2.324
H -2.854 -0.746 2.713
H -2.821 -1.493 0.617
H -4.217 -0.218 -0.391
H -1.939 1.305 -0.451
H -1.749 0.360 -2.799
H -1.984 -1.136 -2.396
H -0.314 2.363 -1.211
H -0.187 2.718 0.896
H 2.167 2.764 -1.171
H 1.783 3.438 0.427
H 3.601 1.634 -0.034
H 2.606 1.218 1.384
H 2.089 0.004 -1.401
H 2.009 -2.052 2.195
*
```

Output
- HOMO (Ha) = -0.3408
- HOMO-LUMO gap (eV) = 9.620
- SMILES string = C[C@@H](O)[C@H](N)C(=O)N1CCC[C@H]1C(=O)O

## 2
This record from the OMol25 dataset describes the molecule C9H16N2O4. The level of theory is the ωB97M-V functional and the def2-TZVPD basis.

Structure (ORCA input):
```
! wB97M-V def2-TZVPD RIJCOSX def2/J DEFGRID3
* xyz 0 1
C -2.675 -1.215 -3.337
C -1.600 -1.633 -2.325
C -1.268 -0.520 -1.329
C -0.436 -1.059 -0.163
N -0.251 -0.082 0.869
C -1.116 0.238 1.837
O -2.181 -0.293 2.049
C -0.509 1.399 2.641
O -0.995 2.000 3.558
N 0.739 1.645 2.123
C 1.161 0.877 0.998
O 1.250 1.531 -0.184
C 2.452 2.260 -0.443
O 2.234 0.067 1.215
C 2.138 -0.856 2.295
H -3.064 -0.230 -3.101
H -2.281 -1.182 -4.349
H -3.508 -1.912 -3.324
H -1.949 -2.500 -1.759
H -0.691 -1.933 -2.849
H -0.725 0.291 -1.817
H -2.194 -0.115 -0.917
H 0.546 -1.390 -0.505
H -0.966 -1.898 0.302
H 1.274 2.450 2.418
H 2.398 3.258 0.002
H 2.504 2.354 -1.525
H 3.324 1.721 -0.071
H 3.158 -1.050 2.620
H 1.673 -1.783 1.954
H 1.558 -0.441 3.118
*
```

Output
- HOMO (Ha) = -0.3506
- HOMO-LUMO gap (eV) = 10.094
- SMILES string = CCCCN1C(=O)C(=O)NC1(OC)OC

Which of them is the most stable? Correct choice: 2.

## 1
This record from the OMol25 dataset describes a structure of composition C29H31As2F6GeNO4S2Zr. The level of theory is the ωB97M-V functional and the def2-TZVPD basis.

Structure (ORCA input):
```
! wB97M-V def2-TZVPD RIJCOSX def2/J DEFGRID3
* xyz 3 2
Zr 0.390 -0.365 0.461
F -1.896 0.535 3.840
C -2.304 -0.542 3.189
F -3.375 -1.055 3.725
F -2.544 -0.206 1.901
S -0.913 -1.765 3.148
O 0.184 -0.912 2.589
O -0.698 -2.291 4.432
N -1.372 -2.827 2.075
S -0.926 -2.808 0.596
O -1.452 -1.676 -0.204
O 0.533 -2.729 0.408
C -1.627 -4.429 -0.028
F -0.976 -5.387 0.580
F -1.409 -4.446 -1.327
F -2.903 -4.445 0.247
C -1.469 -0.068 -3.336
As 0.161 0.324 -2.355
C 1.531 -0.449 -3.493
C 0.397 2.245 -2.498
C 0.753 2.817 -3.715
C 1.000 4.182 -3.805
C 0.900 4.981 -2.677
C 0.503 4.426 -1.466
C 0.239 3.064 -1.374
As -0.583 2.326 0.219
C -2.458 2.287 -0.300
C -0.583 3.663 1.621
H -1.286 0.060 -4.402
H -2.260 0.614 -3.033
H -1.771 -1.095 -3.139
H 1.552 0.058 -4.456
H 1.283 -1.497 -3.660
H 2.508 -0.373 -3.021
H 0.844 2.208 -4.606
H 1.265 4.618 -4.759
H 1.102 6.042 -2.740
H 0.385 5.072 -0.605
H -2.712 3.218 -0.804
H -3.075 2.179 0.591
H -2.648 1.445 -0.963
H -0.939 4.612 1.223
H 0.402 3.789 2.060
H -1.282 3.319 2.382
C 2.793 2.035 1.843
Ge 2.794 0.859 0.261
C 2.971 -1.004 0.891
C 3.252 -1.990 -0.074
C 3.605 -3.269 0.309
C 3.658 -3.590 1.663
C 3.372 -2.635 2.634
C 3.028 -1.348 2.253
C 4.288 1.433 -0.908
C 3.997 2.119 -2.090
C 4.997 2.625 -2.906
C 6.335 2.460 -2.552
C 6.672 1.787 -1.373
C 8.027 1.625 -1.006
C 8.389 0.955 0.165
C 7.401 0.438 0.979
C 6.052 0.584 0.634
C 5.648 1.261 -0.535
H 3.764 1.997 2.339
H 2.034 1.753 2.576
H 2.613 3.064 1.531
H 3.218 -1.743 -1.132
H 3.841 -4.018 -0.435
H 3.930 -4.593 1.964
H 3.423 -2.896 3.683
H 2.818 -0.608 3.016
H 2.965 2.282 -2.377
H 4.742 3.152 -3.816
H 7.119 2.858 -3.185
H 8.796 2.036 -1.650
H 9.433 0.848 0.424
H 7.661 -0.086 1.889
H 5.307 0.151 1.290
*
```

Output
- HOMO (spin up / spin down) (Ha) = -0.6085 / -0.6088
- HOMO-LUMO gap (spin up / spin down) (eV) = 7.098 / 5.105
- expectation value of S² = 0.778

## 2
This record from the OMol25 dataset describes a structure of composition C29H31As2F6GeNO4S2Zr. The level of theory is the ωB97M-V functional and the def2-TZVPD basis.

Structure (ORCA input):
```
! wB97M-V def2-TZVPD RIJCOSX def2/J DEFGRID3
* xyz 3 2
Zr -0.037 0.214 1.240
F 0.011 2.096 5.533
C -0.716 1.187 4.940
F -1.747 0.834 5.659
F -1.131 1.676 3.744
S 0.368 -0.294 4.575
O 0.935 0.098 3.247
O 1.269 -0.498 5.631
N -0.647 -1.513 4.364
S -1.120 -1.775 2.927
O -1.811 -0.592 2.317
O -0.088 -2.125 1.941
C -2.369 -3.160 3.107
F -1.746 -4.204 3.576
F -2.834 -3.378 1.889
F -3.314 -2.739 3.906
C 0.902 4.011 2.389
As 1.439 2.610 1.162
C 1.498 3.505 -0.558
C 3.274 2.186 1.606
C 4.116 3.187 2.081
C 5.435 2.894 2.396
C 5.917 1.603 2.241
C 5.084 0.600 1.766
C 3.762 0.886 1.447
As 2.645 -0.516 0.744
C 3.422 -0.845 -1.004
C 3.138 -2.080 1.774
H 1.080 3.690 3.413
H -0.155 4.236 2.251
H 1.481 4.908 2.180
H 2.307 4.235 -0.532
H 0.556 4.023 -0.734
H 1.676 2.791 -1.360
H 3.756 4.200 2.212
H 6.085 3.675 2.766
H 6.944 1.374 2.492
H 5.476 -0.404 1.655
H 4.450 -1.171 -0.850
H 3.432 0.074 -1.585
H 2.870 -1.622 -1.531
H 3.272 -1.782 2.812
H 4.070 -2.480 1.379
H 2.360 -2.836 1.704
C -1.688 1.415 0.034
Ge -1.042 -0.348 -1.141
C -0.687 0.511 -2.834
C 0.626 0.775 -3.228
C 0.885 1.427 -4.426
C -0.171 1.829 -5.233
C -1.484 1.570 -4.851
C -1.741 0.906 -3.663
C -2.719 -1.395 -1.344
C -3.737 -1.253 -0.397
C -4.946 -1.932 -0.495
C -5.169 -2.804 -1.550
C -4.173 -3.003 -2.517
C -4.396 -3.890 -3.590
C -3.419 -4.101 -4.560
C -2.209 -3.427 -4.472
C -1.968 -2.539 -3.426
C -2.930 -2.298 -2.422
H -2.638 1.369 -0.505
H -1.167 2.278 -0.382
H -2.007 1.638 1.071
H 1.454 0.450 -2.609
H 1.904 1.616 -4.735
H 0.027 2.340 -6.166
H -2.303 1.882 -5.485
H -2.771 0.700 -3.388
H -3.606 -0.586 0.446
H -5.713 -1.775 0.251
H -6.110 -3.334 -1.633
H -5.343 -4.411 -3.657
H -3.607 -4.784 -5.377
H -1.448 -3.587 -5.224
H -1.020 -2.016 -3.403
*
```

Output
- HOMO (spin up / spin down) (Ha) = -0.6077 / -0.6101
- HOMO-LUMO gap (spin up / spin down) (eV) = 7.209 / 4.257
- expectation value of S² = 0.783

Which of them is the most stable? Correct choice: 1.

## 1
This record from the OMol25 dataset describes a cluster of 2 separate species, C11H18 in total. The level of theory is the ωB97M-V functional and the def2-TZVPD basis.

Structure (ORCA input):
```
! wB97M-V def2-TZVPD RIJCOSX def2/J DEFGRID3
* xyz 0 1
C 0.138 -2.966 -0.748
C -0.980 -2.107 -0.493
C -1.524 -2.288 0.819
C -2.395 -1.288 1.414
C -2.735 -0.143 0.666
C -2.111 0.061 -0.555
C -1.393 -0.957 -1.193
H -0.039 -4.083 -0.520
H 0.974 -2.575 -0.085
H 0.392 -2.898 -1.846
H -1.208 -3.046 1.618
H -2.801 -1.350 2.344
H -3.357 0.590 1.292
H -2.429 0.963 -1.135
H -1.375 -0.809 -2.307
C 2.661 2.362 0.531
C 1.612 1.290 0.038
C 0.466 1.215 1.012
C 1.274 1.480 -1.484
H 2.009 3.246 0.826
H 3.341 2.681 -0.302
H 3.245 2.144 1.548
H 2.194 0.352 0.164
H -0.271 1.842 0.771
H -0.020 0.244 0.957
H 0.838 1.451 2.032
H 0.246 1.843 -1.456
H 1.941 2.164 -1.859
H 1.307 0.582 -2.049
*
```

Output
- HOMO (Ha) = -0.3284
- HOMO-LUMO gap (eV) = 9.945
- SMILES string = Cc1ccccc1.CC(C)C

## 2
This record from the OMol25 dataset describes a cluster of 2 separate species, C11H18 in total. The level of theory is the ωB97M-V functional and the def2-TZVPD basis.

Structure (ORCA input):
```
! wB97M-V def2-TZVPD RIJCOSX def2/J DEFGRID3
* xyz 0 1
C -0.144 1.267 -2.872
C 0.857 0.489 -2.050
C 0.886 -0.886 -2.101
C 1.896 -1.603 -1.446
C 2.870 -0.912 -0.752
C 2.744 0.457 -0.562
C 1.767 1.175 -1.218
H -0.519 2.158 -2.350
H -1.041 0.667 -3.032
H 0.288 1.636 -3.793
H 0.096 -1.435 -2.594
H 1.969 -2.673 -1.563
H 3.733 -1.392 -0.295
H 3.463 0.963 0.077
H 1.552 2.219 -1.054
C -1.719 0.845 2.841
C -1.159 0.078 1.649
C -0.464 -1.209 2.032
C -2.312 -0.201 0.670
H -1.997 1.864 2.576
H -1.080 0.880 3.726
H -2.640 0.366 3.224
H -0.457 0.727 1.130
H -1.020 -1.840 2.731
H -0.214 -1.792 1.150
H 0.445 -0.983 2.597
H -2.609 0.709 0.151
H -2.008 -0.966 -0.053
H -3.181 -0.608 1.183
*
```

Output
- HOMO (Ha) = -0.3337
- HOMO-LUMO gap (eV) = 10.045
- SMILES string = Cc1ccccc1.CC(C)C

Which of them is the most stable? Correct choice: 2.

## 1
This record from the OMol25 dataset describes a cluster of 2 separate species, C11H18 in total. The level of theory is the ωB97M-V functional and the def2-TZVPD basis.

Structure (ORCA input):
```
! wB97M-V def2-TZVPD RIJCOSX def2/J DEFGRID3
* xyz 0 1
C -1.793 -3.209 2.675
C -1.381 -2.145 1.654
C -1.363 -0.787 2.017
C -1.295 0.207 1.019
C -1.370 -0.096 -0.321
C -1.242 -1.454 -0.689
C -1.116 -2.420 0.303
H -1.695 -2.850 3.655
H -1.294 -4.152 2.433
H -2.955 -3.344 2.616
H -1.534 -0.561 3.150
H -1.129 1.333 1.333
H -1.436 0.703 -1.071
H -1.275 -1.607 -1.769
H -1.072 -3.485 -0.031
C 2.558 2.263 -0.393
C 1.345 1.471 -0.800
C 0.554 2.534 -1.846
C 1.638 0.359 -1.737
H 3.331 2.605 -1.135
H 3.163 1.825 0.431
H 2.251 3.215 0.168
H 0.776 1.312 0.032
H 1.249 2.967 -2.578
H -0.311 1.967 -2.208
H 0.176 3.388 -1.137
H 1.191 0.464 -2.760
H 2.726 0.108 -1.773
H 1.301 -0.610 -1.236
*
```

Output
- HOMO (Ha) = -0.3308
- HOMO-LUMO gap (eV) = 9.926
- SMILES string = Cc1ccccc1.CC(C)C

## 2
This record from the OMol25 dataset describes a cluster of 2 separate species, C11H18 in total. The level of theory is the ωB97M-V functional and the def2-TZVPD basis.

Structure (ORCA input):
```
! wB97M-V def2-TZVPD RIJCOSX def2/J DEFGRID3
* xyz 0 1
C -0.311 3.309 0.155
C 0.059 2.131 -0.643
C -0.913 1.232 -1.090
C -0.590 0.121 -1.857
C 0.714 -0.098 -2.237
C 1.710 0.811 -1.881
C 1.374 1.888 -1.061
H 0.421 4.100 -0.028
H -0.211 3.112 1.229
H -1.315 3.664 -0.056
H -1.955 1.328 -0.801
H -1.361 -0.617 -2.035
H 0.980 -0.961 -2.836
H 2.728 0.641 -2.197
H 2.174 2.518 -0.685
C -0.850 -0.966 2.617
C -0.422 -1.841 1.426
C 0.992 -2.359 1.585
C -1.390 -3.040 1.245
H -0.088 -0.211 2.783
H -0.863 -1.652 3.472
H -1.884 -0.662 2.490
H -0.502 -1.317 0.470
H 1.314 -2.906 2.463
H 1.261 -2.957 0.700
H 1.700 -1.538 1.384
H -2.445 -2.800 1.402
H -1.354 -3.496 0.253
H -1.089 -3.802 1.962
*
```

Output
- HOMO (Ha) = -0.3325
- HOMO-LUMO gap (eV) = 9.943
- SMILES string = Cc1ccccc1.CC(C)C

Which of them is the most stable? Correct choice: 2.

## 1
This record from the OMol25 dataset describes a cluster of 11 separate species, C11H44O11 in total. The level of theory is the ωB97M-V functional and the def2-TZVPD basis.

Structure (ORCA input):
```
! wB97M-V def2-TZVPD RIJCOSX def2/J DEFGRID3
* xyz 0 1
C -2.439 -0.481 20.374
O -3.051 -0.615 21.645
H -1.499 -1.033 20.411
H -3.052 -0.866 19.560
H -2.193 0.548 20.111
H -2.384 -0.507 22.327
C -2.861 5.473 13.196
O -2.272 4.444 12.361
H -3.786 5.841 12.753
H -3.147 5.102 14.180
H -2.178 6.317 13.288
H -2.998 4.126 11.820
C -2.410 2.103 17.156
O -2.248 3.229 16.286
H -2.737 2.509 18.113
H -3.144 1.401 16.763
H -1.435 1.637 17.300
H -2.973 3.831 16.469
C -6.518 0.512 17.116
O -7.326 1.417 17.858
H -7.052 0.036 16.293
H -5.648 1.053 16.743
H -6.082 -0.277 17.728
H -6.772 1.852 18.511
C -1.702 7.038 17.186
O -0.651 7.836 16.611
H -2.694 7.407 16.927
H -1.665 5.999 16.859
H -1.503 7.109 18.255
H -0.102 7.193 16.156
C 1.794 0.962 15.581
O 3.076 0.884 16.167
H 1.300 1.776 16.111
H 1.829 1.248 14.530
H 1.190 0.062 15.691
H 3.642 1.489 15.680
C -6.045 3.042 14.310
O -6.011 2.287 13.106
H -5.004 3.151 14.616
H -6.413 4.060 14.181
H -6.515 2.520 15.144
H -5.711 1.433 13.428
C 1.237 0.296 19.277
O 1.665 -0.509 18.239
H 0.543 1.089 18.999
H 0.750 -0.347 20.010
H 2.014 0.743 19.898
H 2.384 -0.094 17.757
C -1.472 1.312 13.462
O -0.602 2.370 13.093
H -2.256 1.699 14.112
H -1.981 0.953 12.567
H -0.885 0.471 13.832
H -1.156 3.120 12.863
C 0.778 4.635 15.404
O 1.155 5.993 15.588
H 0.905 4.053 16.317
H -0.260 4.555 15.081
H 1.365 4.209 14.591
H 1.968 5.995 16.099
C -5.016 4.742 17.861
O -4.332 5.175 16.727
H -4.339 4.112 18.438
H -5.397 5.561 18.472
H -5.892 4.164 17.564
H -4.912 5.719 16.189
*
```

Output
- HOMO (Ha) = -0.3536
- HOMO-LUMO gap (eV) = 9.868
- SMILES string = CO.CO.CO.CO.CO.CO.CO.CO.CO.CO.CO

## 2
This record from the OMol25 dataset describes a cluster of 11 separate species, C11H44O11 in total. The level of theory is the ωB97M-V functional and the def2-TZVPD basis.

Structure (ORCA input):
```
! wB97M-V def2-TZVPD RIJCOSX def2/J DEFGRID3
* xyz 0 1
C -0.067 1.169 -3.838
O 0.529 2.183 -3.073
H -0.247 1.451 -4.876
H 0.683 0.387 -3.948
H -0.960 0.725 -3.399
H 0.533 3.030 -3.525
C -1.729 2.782 3.332
O -1.954 4.008 2.640
H -2.443 2.753 4.155
H -1.848 1.924 2.670
H -0.763 2.780 3.837
H -1.980 4.807 3.171
C 3.006 -1.740 3.240
O 1.660 -1.429 3.104
H 3.411 -1.096 4.021
H 3.215 -2.789 3.446
H 3.561 -1.568 2.317
H 1.208 -1.925 3.791
C -0.175 4.136 -0.557
O 0.359 5.140 -1.389
H 0.498 3.294 -0.715
H -0.068 4.352 0.506
H -1.215 3.941 -0.817
H 1.294 4.934 -1.319
C 1.903 2.227 2.705
O 2.324 3.558 2.838
H 2.722 1.590 2.370
H 1.656 1.862 3.702
H 1.073 2.063 2.018
H 3.222 3.573 3.176
C 3.314 -0.135 -2.411
O 3.164 0.930 -3.338
H 3.826 -0.894 -3.002
H 3.909 0.278 -1.596
H 2.386 -0.516 -1.985
H 2.311 1.326 -3.148
C -0.207 -0.178 -0.356
O -0.528 0.102 1.021
H 0.775 -0.652 -0.359
H -0.909 -0.907 -0.761
H -0.145 0.693 -1.008
H -0.480 -0.740 1.479
C 2.086 -3.724 0.025
O 3.328 -4.418 -0.265
H 1.262 -4.058 -0.606
H 1.827 -3.953 1.059
H 2.283 -2.699 -0.289
H 3.820 -3.874 -0.884
C -3.586 -0.871 2.601
O -3.222 -1.447 3.875
H -3.275 0.160 2.430
H -3.372 -1.438 1.695
H -4.670 -0.789 2.675
H -3.689 -2.256 4.097
C -0.527 -3.091 -3.702
O -0.346 -2.938 -2.318
H -0.033 -2.265 -4.214
H -0.009 -3.986 -4.045
H -1.580 -2.984 -3.964
H -1.106 -3.417 -1.979
C -4.181 -1.244 -1.762
O -4.903 -2.362 -2.275
H -4.622 -1.005 -0.794
H -3.124 -1.472 -1.627
H -4.187 -0.283 -2.276
H -4.999 -3.012 -1.575
*
```

Output
- HOMO (Ha) = -0.3566
- HOMO-LUMO gap (eV) = 9.863
- SMILES string = CO.CO.CO.CO.CO.CO.CO.CO.CO.CO.CO

Which of them is the most stable? Correct choice: 1.

## 1
This record from the OMol25 dataset describes a structure of composition C2H5N2. The level of theory is the ωB97M-V functional and the def2-TZVPD basis.

Structure (ORCA input):
```
! wB97M-V def2-TZVPD RIJCOSX def2/J DEFGRID3
* xyz 1 1
C -0.497 -0.591 0.791
C 0.129 0.383 -0.793
N -1.053 -0.333 -0.320
N 0.625 0.082 0.626
H -0.815 -1.185 1.628
H 0.844 0.055 -1.603
H -0.080 1.356 -0.987
H -2.003 -0.447 -0.559
H 2.850 0.681 1.218
*
```

Output
- HOMO (spin up / spin down) (Ha) = -0.5851 / -0.5484
- HOMO-LUMO gap (spin up / spin down) (eV) = 10.710 / 5.734

## 2
This record from the OMol25 dataset describes the ion C2H5N2 with charge +1. The level of theory is the ωB97M-V functional and the def2-TZVPD basis.

Structure (ORCA input):
```
! wB97M-V def2-TZVPD RIJCOSX def2/J DEFGRID3
* xyz 1 1
H -0.034 2.205 1.190
N -0.213 1.275 0.877
C 0.645 0.558 0.352
N 0.285 -0.538 -0.387
C -0.869 -1.144 -0.369
H 1.742 0.859 0.223
H 1.044 -0.683 -0.972
H -1.062 -1.771 -1.227
H -1.537 -0.759 0.313
*
```

Output
- HOMO (Ha) = -0.5822
- HOMO-LUMO gap (eV) = 9.178
- SMILES string = [H]/N=C/[NH+]=C

Which of them is the most stable? Correct choice: 2.